1.
Entry from the OMol25 dataset: a structure of composition C33H64AsBN6Si2Y in a non-equilibrium geometry (ωB97M-V/def2-TZVPD).

Summary:
Energy above the lowest of the compared OMol25 structures with the same formula, charge and spin   4.0 kcal/mol
2S+1   1
HOMO-LUMO gap   0.27994 Eh
Total charge   +1

```
108
Properties=species:S:1:pos:R:3:forces:R:3:mulliken_charge:R:1
Y -0.017 1.100 -0.144 -0.4 -1.1 0.4 0.592
As 1.066 3.115 -1.638 0.0 0.3 -0.1 -0.042
Si 3.058 3.498 -0.437 -0.1 0.1 -0.1 0.340
Si -0.181 5.059 -1.200 0.1 0.0 -0.1 0.779
N 1.274 -0.795 -0.548 -0.1 0.3 0.1 0.455
N -1.459 -1.789 -0.077 0.1 0.0 0.0 0.695
N 1.052 -1.899 0.240 -0.1 0.0 -0.1 0.475
N -0.494 -1.098 2.185 -0.1 0.0 0.0 0.284
N -0.558 0.264 2.011 0.1 0.1 -0.2 0.333
N -1.629 -0.551 -0.627 0.2 0.4 0.1 0.686
C 2.561 -0.188 -2.576 0.0 0.1 0.1 3.027
C 3.905 -0.537 -3.203 0.0 0.0 0.0 -2.077
C -3.758 -4.507 0.119 0.0 0.0 0.0 -1.633
C -2.002 4.562 -1.299 0.0 0.0 0.0 -0.862
C -2.989 0.590 -2.315 0.1 0.1 0.0 2.025
C 1.962 -4.236 0.487 0.0 0.0 0.0 1.358
C 0.265 -3.546 4.058 0.0 0.0 0.0 -1.379
C -4.363 1.091 -1.867 0.0 0.0 0.0 -1.571
C 3.007 -4.167 1.605 0.0 0.0 0.0 -1.620
C 1.859 -2.898 -0.179 0.0 0.0 0.0 0.145
C 2.608 -2.432 -1.248 0.0 0.1 0.0 -0.850
C -3.048 -1.945 -1.619 0.0 0.1 0.0 -0.764
C -2.303 -2.650 -0.680 0.0 0.0 0.0 0.176
C -2.945 0.356 -3.823 0.0 0.0 0.0 -1.543
C -1.049 -2.768 4.053 0.0 0.1 0.1 0.181
C 2.310 -5.332 -0.518 0.0 0.0 0.0 -1.737
C 3.665 5.222 -0.836 0.0 0.0 0.0 -1.031
C 0.131 5.869 0.465 0.0 0.0 -0.1 -0.842
C -2.585 -0.636 -1.552 0.0 0.0 0.0 -0.514
C 4.373 2.261 -0.938 0.0 0.0 0.0 -1.035
C -2.014 -4.910 -1.660 0.0 0.0 0.0 -1.611
C -1.063 0.787 3.133 0.0 0.0 -0.1 -0.678
C 2.850 3.319 1.423 0.0 0.0 0.0 -1.087
C -2.371 -4.121 -0.398 0.0 0.0 0.0 1.277
C 1.441 -0.208 -3.620 0.0 0.0 0.0 -1.350
C -2.220 -3.597 3.523 0.0 0.0 0.0 -1.293
C -1.344 2.252 3.284 -0.1 -0.1 0.0 0.380
C -1.714 2.891 1.951 0.2 0.0 -0.2 -1.262
C -0.192 2.994 3.959 0.1 0.0 0.0 -1.365
C -0.948 -1.405 3.420 0.1 0.0 -0.1 0.228
C -1.315 -0.226 4.046 0.1 0.0 0.0 -0.875
C 2.202 -1.119 -1.456 0.0 0.0 -0.1 -0.430
C 0.208 6.303 -2.542 0.0 -0.1 0.0 -1.251
B -0.319 -2.053 0.968 0.0 0.0 0.0 0.729
H -1.280 -2.538 5.098 0.0 0.0 0.0 0.558
H -0.457 4.036 4.143 0.0 0.0 0.0 0.410
H -0.831 3.007 1.294 0.1 0.0 0.1 -0.474
H 3.728 5.367 -1.915 0.0 0.0 0.0 0.286
H -1.631 -4.359 0.367 0.0 0.0 0.0 -0.672
H -4.514 -4.332 -0.647 0.0 0.0 0.0 0.386
H 3.860 -1.500 -3.713 0.0 0.0 0.0 0.459
H -0.413 -3.157 1.366 0.0 0.0 0.0 -1.012
H -4.384 1.296 -0.796 0.0 0.0 0.0 0.333
H 0.181 -4.401 4.729 0.0 0.0 0.0 0.495
H 1.281 6.360 -2.725 0.0 0.0 0.0 0.298
H -5.125 0.340 -2.078 0.0 0.0 0.0 0.385
H 3.310 -5.186 -0.929 0.0 0.0 0.0 0.349
H 3.013 5.997 -0.432 0.0 0.0 0.0 0.277
H 2.515 2.316 1.712 0.0 0.0 0.0 0.299
H -0.270 6.013 -3.478 0.0 0.0 0.0 0.314
H -2.455 4.489 -0.308 0.0 0.0 0.0 0.275
H 0.996 -4.477 0.933 0.0 0.0 0.0 -0.371
H -1.964 0.017 -4.151 0.0 0.0 0.0 0.266
H -2.145 3.610 -1.814 0.0 0.0 0.0 -0.053
H 1.668 0.480 -4.433 0.0 0.0 0.0 0.455
H 3.812 3.467 1.919 0.0 0.0 0.0 0.488
H -2.354 -4.481 4.146 0.0 0.0 0.0 0.503
H 1.093 -2.927 4.404 0.0 0.0 0.0 0.361
H -2.742 -4.726 -2.451 0.0 0.0 0.0 0.338
H 4.662 5.373 -0.416 0.0 0.0 0.0 0.388
H 3.994 -3.965 1.188 0.0 0.0 0.0 0.387
H -4.033 -3.928 1.001 0.0 0.0 0.0 0.317
H -3.677 -0.401 -4.109 0.0 0.0 0.0 0.356
H 4.698 -0.583 -2.456 0.0 0.0 0.0 0.449
H 0.699 2.980 3.329 0.0 0.0 0.0 0.190
H -0.146 7.300 -2.273 0.0 0.0 0.0 0.355
H 4.124 1.238 -0.643 0.0 0.0 0.0 0.176
H -3.148 -3.026 3.544 0.0 0.0 0.0 0.355
H -2.050 3.919 2.088 -0.1 0.0 0.0 0.692
H 1.160 6.203 0.587 0.0 0.0 0.0 0.287
H 3.052 -5.117 2.138 0.0 0.0 0.0 0.433
H 4.572 2.269 -2.010 0.0 0.0 0.0 0.275
H 0.070 2.534 4.911 0.0 0.0 0.0 0.416
H -2.249 1.377 -2.075 0.0 -0.1 0.0 -1.161
H 1.603 -5.361 -1.347 0.0 0.0 0.0 0.306
H -1.030 -4.632 -2.038 0.0 0.0 0.0 0.348
H -3.784 -5.564 0.381 0.0 0.0 0.0 0.432
H -3.809 -2.343 -2.266 0.0 0.0 0.0 0.657
H -0.507 6.755 0.530 0.0 0.0 0.0 0.432
H -3.190 1.274 -4.359 0.0 0.0 0.0 0.456
H 4.179 0.213 -3.944 0.0 0.0 0.0 0.436
H 2.148 4.047 1.828 0.0 0.0 0.0 0.263
H 0.515 -3.926 3.069 0.0 0.0 0.0 0.052
H 2.299 -6.303 -0.025 0.0 0.0 0.0 0.456
H -4.631 2.004 -2.399 0.0 0.0 0.0 0.459
H -1.714 -0.126 5.040 0.0 0.0 0.0 0.564
H -2.570 5.308 -1.857 0.0 0.1 0.0 0.514
H -2.048 -3.932 2.502 0.0 0.0 0.0 0.011
H -2.489 2.337 1.416 -0.1 0.0 0.0 0.470
H -0.115 5.221 1.304 0.0 -0.1 0.1 -0.012
H 2.776 -3.381 2.323 0.0 0.0 0.0 0.321
H 3.348 -2.978 -1.805 0.0 0.0 0.0 0.487
H 2.617 0.831 -2.174 0.0 -0.1 -0.1 -1.904
H 1.314 -1.211 -4.031 0.0 0.0 0.0 0.390
H -2.219 2.317 3.939 0.0 0.0 -0.1 0.546
H 0.483 0.099 -3.189 0.0 0.0 0.0 0.049
H 5.297 2.532 -0.423 0.1 0.0 0.0 0.496
H -2.012 -5.979 -1.449 0.0 0.0 0.0 0.441
```
Forces are in eV/Å.

2.
Entry from the OMol25 dataset: a structure of composition C33H64ClF4NO18S2Si2 in a non-equilibrium geometry (ωB97M-V/def2-TZVPD).

Summary:
2S+1   1
HOMO-LUMO gap   0.38248 Eh

```
125
Properties=species:S:1:pos:R:3:forces:R:3:mulliken_charge:R:1
Cl 3.000 -4.537 -6.479 -0.2 0.0 0.2 -0.340
S -1.353 -3.609 -3.426 -0.9 0.0 0.8 1.107
S 1.042 -4.509 -1.065 0.1 -0.1 0.3 -0.244
Si 0.249 -5.088 -2.921 0.3 -0.9 -0.3 0.693
Si 2.419 -4.148 -4.536 0.7 -0.4 -0.7 0.379
F 4.047 -5.241 -2.613 -0.3 -0.3 0.2 -0.354
F -2.450 -2.617 -5.543 0.3 0.0 0.0 -0.201
F -0.492 -1.784 -5.165 0.1 -0.3 -0.1 -0.160
F -0.687 -3.812 -5.971 0.1 0.2 0.1 -0.222
O -0.069 6.572 6.946 -0.1 -0.3 0.0 -0.332
O 3.713 4.234 -6.446 0.1 -0.2 -0.2 -0.565
O -7.994 -7.235 0.401 -0.2 0.0 0.1 -0.571
O -0.963 -7.399 -0.503 0.0 0.0 0.2 -0.440
O 1.306 -5.326 -4.137 -0.1 1.0 0.4 -0.280
O -2.595 -4.330 -3.431 -0.2 -0.6 -0.5 -0.686
O -1.042 2.800 3.801 0.2 -0.2 0.0 -0.406
O -5.720 -1.747 3.523 0.0 0.0 0.3 -0.365
O 7.636 -1.210 -2.383 0.1 -0.2 0.0 -0.549
O 1.109 -0.328 0.683 0.1 -0.1 0.2 -0.419
O -1.278 -2.538 -2.474 0.7 0.8 -0.1 -0.553
O 2.975 3.714 -4.449 0.0 -0.3 0.0 -0.273
O -0.262 7.389 4.925 -0.1 -0.1 -0.2 -0.554
O -1.577 2.813 1.681 0.1 0.0 -0.2 -0.594
O -6.358 -8.484 -0.354 -0.2 -0.2 0.0 -0.365
O -5.165 0.221 2.738 0.1 0.2 0.1 -0.561
O 6.004 0.129 -2.943 -0.2 -0.1 0.1 -0.378
O 2.371 0.159 -1.032 0.1 0.1 -0.1 -0.591
N -0.599 -6.576 -2.696 0.4 0.8 0.1 -0.386
C -0.047 -0.087 1.508 -0.3 0.0 0.1 -0.292
C 7.314 -0.155 -2.853 0.1 0.1 -0.2 0.868
C 0.394 7.320 5.927 0.1 0.3 0.1 0.844
C 1.676 8.102 6.091 0.2 -0.3 0.0 -1.139
C 2.883 3.939 -3.038 -0.1 0.1 0.2 0.248
C 0.226 1.200 -1.033 0.1 0.4 0.4 0.032
C 3.560 4.571 -5.307 -0.3 0.5 0.1 0.833
C 1.323 0.331 -0.459 -0.2 0.0 -0.2 0.804
C -1.209 -2.900 -5.152 -0.6 0.2 0.0 0.543
C 8.326 0.820 -3.406 0.0 0.3 0.3 -1.202
C -2.027 3.610 5.888 -0.1 -0.1 -0.1 -0.969
C -5.286 -8.714 -1.273 0.2 0.1 0.0 -0.662
C 1.683 4.791 -2.683 0.0 0.1 -0.1 -1.379
C -0.783 3.479 5.036 0.0 0.1 0.2 -0.429
C 4.113 -2.800 -2.695 -0.6 -0.6 0.2 0.177
C 0.591 7.407 9.146 0.0 0.1 -0.1 -1.069
C -6.002 -4.000 2.624 0.1 0.0 -0.1 -0.698
C 3.972 -4.138 -3.450 0.1 0.6 -0.3 0.245
C -3.981 -8.156 -0.748 -0.1 0.1 0.1 -0.660
C 3.933 5.957 -4.832 0.3 -0.1 0.2 -1.141
C -5.799 -0.783 2.585 0.0 -0.1 -0.3 0.783
C -6.518 -6.133 -1.095 -0.1 -0.1 -0.4 -0.828
C 5.471 1.699 -4.759 0.2 -0.1 0.0 -0.398
C 5.504 1.427 -3.271 -0.1 0.2 -0.1 -0.066
C -6.622 -1.020 1.339 -0.3 0.0 0.2 -0.953
C -6.550 -2.911 3.521 -0.1 -0.2 -0.1 -0.582
C -2.021 4.842 2.839 0.4 0.2 0.0 -1.046
C -0.773 -6.957 -1.553 -0.3 -0.6 0.0 0.592
C -1.247 -0.882 1.042 0.1 -0.1 -0.1 -0.833
C -1.517 3.428 2.713 -0.3 0.1 0.1 0.920
C 4.727 -2.934 -1.298 0.2 0.8 -0.3 -1.096
C -7.034 -7.320 -0.311 0.2 0.2 0.0 0.747
C 0.696 6.295 8.124 0.1 0.1 0.2 -0.396
H 0.772 4.328 -3.063 0.0 -0.1 0.0 0.326
H 2.184 8.123 5.131 -0.1 0.1 -0.1 0.323
H -7.579 -2.650 3.272 0.0 0.0 -0.1 0.385
H -4.032 -7.075 -0.616 0.0 0.0 -0.1 0.260
H 2.769 2.949 -2.598 0.0 -0.1 -0.1 -0.108
H 1.746 5.787 -3.122 0.1 0.0 0.0 0.368
H 9.212 0.781 -2.778 0.1 -0.2 -0.1 0.350
H -7.372 -5.554 -1.439 -0.1 0.0 0.2 0.343
H 1.232 -3.187 -1.186 -0.2 0.1 -0.3 0.098
H -5.929 -6.391 -1.971 0.1 0.0 0.1 0.306
H 6.061 2.192 -2.722 0.0 0.0 0.0 0.402
H 1.598 4.897 -1.602 0.0 0.0 0.0 0.373
H -1.564 5.398 3.654 -0.1 0.0 0.0 0.240
H 4.809 -4.211 -4.137 0.3 -0.2 -0.1 0.388
H -1.011 -1.947 1.022 0.0 0.0 0.1 0.299
H -2.790 4.211 5.395 0.0 0.1 0.0 0.251
H 0.265 5.381 8.528 -0.1 0.0 -0.1 0.339
H -1.793 5.372 1.918 -0.1 -0.1 -0.1 0.329
H 4.675 -2.125 -3.326 0.3 0.1 -0.1 0.200
H 3.995 -2.671 -0.547 -0.2 -0.2 0.3 0.215
H -0.466 1.591 -0.291 -0.1 -0.1 0.0 0.239
H -6.555 -3.252 4.555 0.1 0.1 0.0 0.332
H 3.816 4.349 -2.649 0.0 0.1 0.0 0.349
H -0.258 0.978 1.571 0.0 0.0 0.0 0.265
H -5.536 -8.324 -2.261 0.0 0.0 0.0 0.398
H 7.982 1.851 -3.432 0.0 -0.1 -0.1 0.343
H -1.554 -0.601 0.036 -0.1 0.1 0.0 0.188
H 1.816 -2.807 -4.561 -0.2 -0.1 0.2 -0.094
H 3.135 -2.337 -2.584 -0.2 0.2 0.0 -0.168
H -3.165 -8.381 -1.431 0.0 -0.1 0.0 0.229
H -5.960 -1.369 0.548 0.0 0.0 0.0 0.221
H -7.434 -1.733 1.465 0.1 -0.1 0.0 0.322
H -5.219 -9.795 -1.372 -0.1 0.0 0.1 0.346
H -4.985 -4.254 2.921 0.0 0.0 0.1 0.324
H 5.017 2.673 -4.934 0.1 -0.2 -0.1 -0.208
H 4.877 0.942 -5.271 -0.1 0.0 0.0 0.291
H -7.059 -0.072 1.039 0.2 0.1 -0.1 0.329
H -1.784 4.080 6.841 0.0 0.0 0.0 0.267
H -0.325 0.622 -1.771 0.0 -0.1 -0.1 0.148
H 5.151 -3.906 -1.104 0.1 -0.2 0.1 0.408
H 0.691 2.053 -1.524 0.0 -0.1 -0.1 -0.429
H -3.753 -8.591 0.224 0.0 -0.1 0.0 0.312
H 8.593 0.507 -4.414 0.0 0.0 0.0 0.284
H 6.468 1.682 -5.202 0.0 0.1 0.0 0.343
H 1.731 6.066 7.864 0.0 0.0 0.0 0.373
H -0.050 2.857 5.547 0.0 -0.1 -0.1 0.369
H 1.134 7.143 10.052 0.0 0.0 0.0 0.378
H 4.839 6.258 -5.351 -0.1 0.0 -0.2 0.333
H -6.621 -4.896 2.685 0.0 0.0 0.0 0.377
H -5.964 -3.680 1.582 -0.1 0.0 0.0 0.093
H 4.128 6.028 -3.764 -0.1 0.0 0.0 0.357
H -0.308 4.444 4.852 -0.1 0.0 0.0 0.311
H 4.490 1.433 -2.878 0.0 -0.1 0.1 -0.119
H -2.457 2.627 6.077 0.0 0.0 0.0 0.373
H 1.425 9.122 6.378 0.0 0.0 0.0 0.288
H 2.365 7.686 6.821 -0.1 0.1 0.1 0.371
H -3.101 4.818 2.975 0.0 0.0 0.0 0.272
H 0.994 8.345 8.764 0.1 0.0 0.0 0.279
H 0.241 -0.412 2.506 0.2 0.0 0.0 0.373
H -5.916 -5.514 -0.432 0.0 0.0 0.0 0.121
H 3.129 6.642 -5.095 0.0 0.0 0.0 0.292
H 5.501 -2.184 -1.211 0.4 0.0 0.1 0.193
H -2.089 -0.720 1.716 0.0 0.0 0.0 0.333
H -0.454 7.583 9.402 0.0 -0.1 0.0 0.320
```
Forces are in eV/Å.